{
  "formula": "C11H13N2O6PtS",
  "method": "ωB97M-V with the def2-TZVPD basis set",
  "symbols": ["Pt", "N", "C", "C", "O", "N", "C", "C", "O", "O", "H", "H", "H", "H", "H", "H", "C", "C", "C", "C", "C", "C", "C", "S", "O", "O", "O", "H", "H", "H", "H", "H", "H", "H"],
  "coordinates": [[0.10, 1.76, 0.18], [1.38, 2.25, -1.34], [1.09, 3.64, -1.76], [-0.40, 3.83, -1.86], [-0.96, 4.55, -2.62], [-1.14, 2.99, -0.89], [-2.41, 3.00, -1.00], [-2.72, -0.01, -2.25], [-3.72, 0.27, -2.76], [-1.71, -0.21, -1.70], [2.33, 2.17, -1.00], [1.29, 1.61, -2.14], [1.55, 3.91, -2.71], [1.46, 4.31, -0.99], [-2.89, 3.65, -1.74], [-3.00, 2.37, -0.35], [0.72, -5.02, 0.41], [0.63, -3.60, 0.88], [1.78, -2.83, 1.07], [1.71, -1.53, 1.54], [0.46, -0.99, 1.81], [-0.70, -1.72, 1.64], [-0.61, -3.02, 1.17], [0.37, 0.63, 2.50], [1.45, 1.42, 1.78], [0.42, 0.61, 3.91], [-0.89, 1.26, 1.90], [1.63, -5.19, -0.17], [-0.14, -5.29, -0.20], [0.74, -5.70, 1.26], [2.75, -3.27, 0.85], [2.61, -0.95, 1.70], [-1.66, -1.29, 1.87], [-1.51, -3.60, 1.03]],
  "max_force_ev_per_a": 2.07,
  "relative_energy_ev": 0.000,
  "charge": 1,
  "homo_lumo_gap_ev": 7.42,
  "homo_energy_ev": -12.3,
  "lumo_ev": -4.86
}

{
  "formula": "C11H13N4",
  "method": "ωB97M-V with the def2-TZVPD basis set",
  "symbols": ["H", "N", "N", "C", "N", "C", "C", "C", "N", "C", "C", "C", "C", "C", "C", "C", "H", "H", "H", "H", "H", "H", "H", "H", "H", "H", "H", "H"],
  "coordinates": [[1.98, 2.99, 1.88], [2.23, 2.39, 1.12], [1.42, 1.46, 1.11], [1.55, 0.39, 0.07], [2.84, -0.23, 0.05], [2.94, -1.47, -0.21], [1.79, -2.39, -0.53], [0.55, -1.90, -0.34], [0.38, -0.62, 0.32], [0.37, -0.75, 1.88], [-0.86, -0.02, -0.22], [-0.98, 0.13, -1.57], [-2.15, 0.77, -2.14], [-3.17, 1.29, -1.33], [-2.89, 1.27, 0.07], [-1.81, 0.64, 0.59], [1.25, 0.97, -0.78], [4.03, -1.72, -0.31], [1.89, -3.39, -1.04], [-0.32, -2.39, -0.54], [1.13, -1.40, 2.02], [0.33, 0.17, 2.37], [-0.62, -1.22, 1.99], [-0.13, -0.27, -2.15], [-2.31, 0.86, -3.20], [-3.98, 1.81, -1.60], [-3.60, 1.84, 0.80], [-1.84, 0.79, 1.69]],
  "max_force_ev_per_a": 6.09,
  "relative_energy_ev": 2.693,
  "charge": 1,
  "homo_lumo_gap_ev": 8.70,
  "homo_energy_ev": -13.0,
  "lumo_ev": -4.27
}

{
  "formula": "C11H13N4O3PtS",
  "method": "ωB97M-V with the def2-TZVPD basis set",
  "symbols": ["Pt", "N", "C", "C", "O", "N", "C", "C", "O", "O", "H", "H", "H", "H", "H", "H", "N", "C", "C", "C", "C", "C", "C", "H", "H", "H", "H", "H", "H", "H", "S", "C", "N"],
  "coordinates": [[-1.57, -0.73, -1.10], [0.18, -1.82, -1.08], [0.86, -1.64, -2.39], [0.42, -0.35, -3.11], [1.12, 0.12, -4.01], [-0.77, 0.07, -2.70], [-1.49, 1.19, -3.25], [-2.74, 1.47, -2.41], [-3.46, 2.40, -2.71], [-3.03, 0.61, -1.47], [0.74, -1.34, -0.37], [0.12, -2.80, -0.83], [0.57, -2.46, -3.04], [1.94, -1.64, -2.29], [-1.84, 0.97, -4.26], [-0.88, 2.09, -3.31], [1.23, 0.97, 0.08], [1.28, 0.84, 1.48], [0.18, 0.34, 2.17], [0.26, 0.11, 3.54], [1.43, 0.39, 4.23], [2.52, 0.90, 3.54], [2.45, 1.12, 2.17], [1.87, 1.65, -0.31], [0.30, 1.08, -0.30], [-0.74, 0.12, 1.64], [-0.60, -0.29, 4.05], [1.49, 0.21, 5.30], [3.44, 1.12, 4.07], [3.32, 1.50, 1.64], [-3.43, -2.62, 2.92], [-2.81, -2.00, 1.55], [-2.36, -1.55, 0.58]],
  "max_force_ev_per_a": 0.63,
  "relative_energy_ev": 0.026,
  "charge": -1,
  "homo_lumo_gap_ev": 7.43,
  "homo_energy_ev": -4.9,
  "lumo_ev": 2.51
}

{
  "formula": "C11H13NO5",
  "method": "ωB97M-V with the def2-TZVPD basis set",
  "symbols": ["C", "C", "O", "C", "O", "C", "C", "C", "O", "C", "C", "N", "C", "C", "C", "O", "O", "H", "H", "H", "H", "H", "H", "H", "H", "H", "H", "H", "H", "H"],
  "coordinates": [[4.36, -0.44, 0.16], [3.97, 1.09, -0.15], [2.67, 1.32, 0.45], [1.64, 1.11, -0.44], [1.56, 1.75, -1.46], [0.48, 0.08, -0.19], [-0.65, 0.55, 0.64], [-1.78, -0.37, 0.85], [-2.86, 0.12, 1.60], [-3.45, 1.19, 0.77], [-5.03, 1.18, 0.81], [-1.82, -1.65, 0.31], [-0.75, -2.11, -0.46], [0.44, -1.28, -0.76], [1.61, -1.84, -1.67], [1.93, -1.29, -2.73], [2.18, -2.91, -1.19], [3.88, -1.05, -0.67], [3.88, -0.72, 1.13], [5.47, -0.57, 0.15], [3.98, 1.18, -1.27], [4.74, 1.80, 0.25], [-0.69, 1.57, 1.11], [-2.98, 2.17, 1.04], [-3.16, 0.96, -0.30], [-5.38, 2.23, 0.60], [-5.41, 0.79, 1.80], [-5.36, 0.49, -0.02], [-2.66, -2.19, 0.51], [-0.83, -3.14, -0.89]],
  "max_force_ev_per_a": 4.05,
  "relative_energy_ev": 0.000,
  "homo_lumo_gap_ev": 6.73,
  "homo_energy_ev": -8.1,
  "lumo_ev": -1.37
}

{
  "formula": "C11H13PS",
  "method": "ωB97M-V with the def2-TZVPD basis set",
  "symbols": ["C", "C", "C", "P", "S", "C", "C", "C", "C", "C", "C", "H", "H", "H", "H", "H", "H", "H", "H", "H", "H", "H", "C", "C", "H", "H"],
  "coordinates": [[-1.54, -2.57, 1.91], [-0.68, -1.73, 1.31], [-1.24, -0.43, 0.85], [-0.83, 0.21, -0.88], [-0.90, -1.73, -1.79], [0.93, 0.21, -0.39], [1.42, 1.29, 0.30], [2.78, 1.42, 0.66], [3.62, 0.40, 0.41], [3.18, -0.71, -0.34], [1.83, -0.74, -0.80], [-1.21, -3.31, 2.58], [-2.50, -2.15, 1.93], [0.37, -1.87, 1.15], [-1.01, 0.33, 1.55], [-2.32, -0.41, 0.82], [-2.23, -1.59, -2.36], [0.72, 2.11, 0.50], [3.13, 2.35, 1.01], [4.72, 0.34, 0.64], [3.97, -1.47, -0.54], [1.57, -1.36, -1.59], [-3.77, 3.31, -1.44], [-3.13, 2.41, -1.91], [-4.35, 4.17, -1.47], [-2.54, 1.55, -2.11]],
  "max_force_ev_per_a": 3.66,
  "relative_energy_ev": 3.031,
  "homo_lumo_gap_ev": 9.41,
  "homo_energy_ev": -8.8,
  "lumo_ev": 0.61
}

{
  "formula": "C11H13PS",
  "method": "ωB97M-V with the def2-TZVPD basis set",
  "symbols": ["C", "C", "C", "C", "C", "C", "C", "C", "C", "C", "C", "P", "S", "H", "H", "H", "H", "H", "H", "H", "H", "H", "H", "H", "H", "H"],
  "coordinates": [[-0.95, -1.47, -1.00], [-2.29, -1.26, -0.98], [-2.63, 0.96, 0.14], [0.11, -1.10, -0.15], [-3.08, -0.30, -0.21], [0.01, -0.14, 0.98], [0.09, -0.51, 2.25], [1.36, -1.55, -0.48], [-0.01, 2.30, -0.51], [2.61, -1.12, 0.13], [1.49, 2.21, -0.47], [-0.95, 1.37, 0.51], [-4.72, -0.62, -0.10], [-0.67, -2.03, -1.84], [-2.96, -1.85, -1.52], [-3.43, 1.71, 0.62], [0.25, 0.39, 2.92], [0.59, -1.43, 2.61], [1.32, -2.36, -1.18], [-0.45, 3.13, -0.94], [3.36, -0.85, -0.55], [2.99, -1.99, 0.72], [2.41, -0.08, 0.61], [1.94, 3.16, -0.45], [1.72, 1.74, -1.41], [1.90, 1.69, 0.32]],
  "max_force_ev_per_a": 3.53,
  "relative_energy_ev": 1.874,
  "homo_lumo_gap_ev": [6.18, 6.01],
  "spin_multiplicity": 3,
  "homo_energy_ev": [-6.3, -8.1],
  "lumo_ev": [-0.17, -2.08]
}

{
  "formula": "C11H14BF3N6Ru",
  "method": "ωB97M-V with the def2-TZVPD basis set",
  "symbols": ["C", "N", "N", "C", "C", "B", "N", "N", "C", "C", "C", "Ru", "N", "N", "C", "C", "C", "H", "H", "H", "H", "H", "H", "H", "H", "H", "H", "H", "C", "H", "H", "H", "F", "C", "F", "F"],
  "coordinates": [[-0.48, -3.14, 0.09], [-0.26, -1.82, -0.13], [0.86, -1.71, -0.92], [1.39, -2.94, -1.09], [0.58, -3.86, -0.48], [1.34, -0.28, -1.32], [0.15, 0.54, -1.90], [-1.03, 0.68, -1.20], [-1.86, 1.44, -1.96], [-1.16, 1.85, -3.11], [0.11, 1.29, -3.01], [-0.96, 0.02, 0.83], [1.83, 0.47, -0.06], [0.95, 0.74, 0.99], [1.66, 1.46, 1.91], [2.97, 1.63, 1.45], [3.03, 1.02, 0.20], [1.22, 1.84, 2.83], [3.80, 0.91, -0.54], [3.79, 2.13, 1.94], [2.22, -0.34, -2.13], [1.01, 1.36, -3.60], [2.33, -3.06, -1.60], [-1.51, 2.47, -3.91], [0.73, -4.92, -0.41], [-2.88, 1.65, -1.67], [-1.34, -3.53, 0.63], [-1.48, 1.77, 1.36], [-2.61, 1.75, 1.31], [-2.92, 2.55, 0.66], [-3.09, 0.82, 0.97], [-2.99, 1.93, 2.32], [-1.37, -0.16, 3.66], [-1.28, -0.98, 2.55], [-0.28, -1.89, 2.82], [-2.47, -1.69, 2.50]],
  "max_force_ev_per_a": 4.61,
  "charge": 4,
  "homo_lumo_gap_ev": [8.71, 5.84],
  "spin_multiplicity": 5,
  "homo_energy_ev": [-24.8, -24.6],
  "lumo_ev": [-16.13, -18.77]
}

{
  "formula": "C11H14BMgN7S",
  "method": "ωB97M-V with the def2-TZVPD basis set",
  "symbols": ["H", "N", "B", "N", "C", "Mg", "H", "C", "H", "C", "H", "C", "H", "H", "H", "N", "N", "N", "N", "C", "C", "H", "H", "C", "C", "C", "C", "H", "H", "H", "H", "H", "S", "C", "N"],
  "coordinates": [[0.16, 1.77, 3.85], [-0.64, 1.24, 1.96], [-1.83, -0.17, 0.06], [-1.53, 0.24, 1.55], [-2.13, -0.28, 2.65], [0.28, 2.88, 0.97], [-2.95, -0.97, 2.57], [-1.50, 0.26, 3.78], [-1.73, 0.05, 4.81], [-0.55, 1.17, 3.30], [-2.98, -0.47, 0.01], [4.51, -0.47, -1.07], [5.01, 0.49, -1.14], [3.69, -0.57, -1.76], [5.23, -1.29, -1.15], [-1.12, -1.53, -0.44], [-1.61, 1.05, -0.88], [0.26, -1.58, -0.58], [-0.68, 2.06, -0.70], [-1.64, -2.74, -0.80], [-2.34, 1.33, -1.98], [-2.71, -2.91, -0.80], [-3.22, 0.77, -2.19], [-0.58, -3.60, -1.14], [-1.76, 2.43, -2.61], [0.60, -2.81, -0.96], [-0.69, 2.83, -1.81], [-0.63, -4.62, -1.47], [-2.12, 2.89, -3.49], [1.64, -3.11, -1.13], [0.03, 3.62, -1.99], [5.07, -0.24, 0.76], [3.67, -0.52, 0.66], [2.74, 0.93, 0.55], [2.03, 1.86, 0.63]],
  "max_force_ev_per_a": 2.13,
  "relative_energy_ev": 3.529,
  "homo_lumo_gap_ev": [6.80, 4.37],
  "homo_energy_ev": [-6.7, -4.9],
  "lumo_ev": [0.11, -0.56]
}

{
  "formula": "C11H14BN7PbSe",
  "method": "ωB97M-V with the def2-TZVPD basis set",
  "symbols": ["C", "N", "N", "C", "C", "B", "N", "N", "C", "C", "C", "Pb", "N", "N", "C", "C", "C", "H", "H", "H", "H", "H", "H", "H", "H", "H", "H", "H", "C", "H", "H", "H", "Se", "C", "N"],
  "coordinates": [[3.13, 0.22, 0.59], [1.85, 0.19, 0.15], [1.89, 0.05, -1.22], [3.17, -0.08, -1.62], [4.00, 0.03, -0.50], [0.61, 0.18, -2.09], [-0.38, -0.98, -1.80], [-1.01, -1.10, -0.58], [-1.91, -2.10, -0.69], [-1.81, -2.67, -1.97], [-0.84, -1.94, -2.63], [-0.13, 0.11, 1.55], [-0.08, 1.50, -1.65], [-0.47, 1.72, -0.35], [-1.04, 2.95, -0.30], [-1.00, 3.51, -1.58], [-0.39, 2.58, -2.40], [-1.45, 3.37, 0.61], [-0.13, 2.58, -3.45], [-1.37, 4.48, -1.87], [0.89, 0.21, -3.26], [-0.43, -2.02, -3.64], [3.39, -0.23, -2.67], [-2.39, -3.49, -2.35], [5.07, -0.02, -0.47], [-2.58, -2.36, 0.12], [3.38, 0.39, 1.63], [-2.51, -0.86, 2.64], [-2.32, -1.64, 3.39], [-3.06, -2.44, 3.25], [-1.32, -2.06, 3.28], [-2.41, -1.22, 4.40], [0.09, 0.05, 6.63], [0.60, 0.42, 4.98], [0.97, 0.69, 3.88]],
  "max_force_ev_per_a": 3.37,
  "relative_energy_ev": 0.000,
  "charge": 2,
  "homo_lumo_gap_ev": [3.66, 6.47],
  "homo_energy_ev": [-14.9, -15.4],
  "lumo_ev": [-11.29, -8.95]
}

{
  "formula": "C11H14BN7Sn",
  "method": "ωB97M-V with the def2-TZVPD basis set",
  "symbols": ["H", "N", "B", "N", "C", "Sn", "H", "C", "H", "C", "H", "C", "H", "H", "H", "N", "N", "N", "N", "C", "C", "H", "H", "C", "C", "C", "C", "H", "H", "H", "H", "H", "N", "C"],
  "coordinates": [[1.17, 2.80, 0.12], [0.92, 1.30, -1.39], [0.37, 0.19, -3.62], [0.76, 1.40, -2.76], [0.89, 2.68, -3.15], [2.32, -0.15, -0.32], [0.83, 2.94, -4.20], [1.08, 3.46, -2.01], [1.20, 4.53, -2.00], [1.07, 2.58, -0.93], [0.37, 0.47, -4.78], [-1.30, -0.94, 2.54], [-0.33, -0.77, 2.99], [-1.43, -1.96, 2.19], [-1.46, -0.20, 1.74], [-1.08, -0.24, -3.13], [1.36, -0.97, -3.36], [-1.28, -0.61, -1.84], [1.60, -1.47, -2.08], [-2.26, -0.26, -3.80], [2.14, -1.61, -4.25], [-2.23, 0.01, -4.85], [2.16, -1.29, -5.28], [-3.25, -0.67, -2.88], [2.83, -2.62, -3.59], [-2.57, -0.87, -1.65], [2.42, -2.56, -2.26], [-4.31, -0.81, -3.07], [3.56, -3.27, -4.05], [-2.93, -1.18, -0.67], [2.69, -3.25, -1.48], [-1.97, -0.65, 3.27], [-1.60, 2.55, 4.81], [-1.73, 1.45, 4.40]],
  "max_force_ev_per_a": 2.91,
  "homo_lumo_gap_ev": [2.56, 2.55],
  "homo_energy_ev": [-6.2, -6.2],
  "lumo_ev": [-3.69, -3.70]
}

{
  "formula": "C11H14Br2F3N2O6PS",
  "method": "ωB97M-V with the def2-TZVPD basis set",
  "symbols": ["O", "P", "O", "O", "C", "C", "Br", "C", "S", "C", "Br", "N", "N", "C", "C", "C", "O", "H", "H", "H", "H", "H", "H", "H", "H", "C", "C", "O", "C", "O", "C", "F", "F", "F", "H", "H", "H", "H", "H", "H"],
  "coordinates": [[5.91, 1.20, -0.11], [4.56, 1.72, -0.57], [3.90, 2.85, 0.54], [4.88, 2.65, -1.98], [3.23, 0.41, -0.83], [3.37, -1.00, -0.14], [4.82, -1.56, 1.05], [2.22, -2.05, -0.38], [2.18, -3.71, 0.39], [1.08, -1.51, -1.34], [-0.40, -2.80, -1.66], [1.06, -0.24, -1.90], [2.05, 0.59, -1.62], [1.88, 1.96, -2.25], [0.17, 2.19, -2.32], [-0.55, 2.42, -0.83], [-0.31, 3.56, -1.91], [2.92, 2.68, 0.49], [5.22, 2.01, -2.65], [3.38, -3.96, 1.05], [2.26, 2.02, -3.31], [2.18, 2.81, -1.56], [-0.43, 1.57, -3.14], [0.33, 2.24, -0.14], [-1.63, 2.14, -0.67], [-5.23, -0.54, 1.39], [-4.84, -1.52, 2.48], [-3.82, -2.43, 2.10], [-2.43, -2.00, 2.19], [-2.15, -1.52, 3.38], [-2.01, -1.03, 1.03], [-2.57, -1.41, -0.16], [-0.66, -1.07, 0.82], [-2.33, 0.27, 1.20], [-5.23, -1.02, 0.41], [-6.22, -0.13, 1.59], [-4.54, 0.30, 1.35], [-5.72, -2.15, 2.68], [-4.63, -1.01, 3.43], [-1.91, -2.93, 1.90]],
  "max_force_ev_per_a": 5.53,
  "homo_lumo_gap_ev": 2.47,
  "homo_energy_ev": -6.1,
  "lumo_ev": -3.60
}

{
  "formula": "C11H14Cl2NO3SSiV",
  "method": "ωB97M-V with the def2-TZVPD basis set",
  "symbols": ["V", "Cl", "C", "C", "C", "Cl", "C", "O", "C", "C", "O", "C", "H", "H", "H", "O", "S", "N", "C", "Si", "C", "C", "C", "H", "H", "H", "H", "H", "H", "H", "H", "H", "H", "H"],
  "coordinates": [[-0.14, -0.22, 0.89], [5.00, 4.75, 1.61], [3.56, 3.78, 1.41], [2.33, 4.43, 1.25], [1.20, 3.67, 1.10], [-0.33, 4.46, 0.89], [1.21, 2.25, 1.10], [0.11, 1.59, 0.89], [2.49, 1.62, 1.27], [2.61, 0.22, 1.31], [1.64, -0.63, 1.20], [3.65, 2.42, 1.43], [2.27, 5.51, 1.23], [3.61, -0.19, 1.48], [4.61, 1.93, 1.57], [-3.28, -0.21, 3.42], [-2.58, -1.30, 2.68], [-1.54, -0.76, 1.65], [-3.43, -1.88, -1.14], [-1.58, -1.91, -1.54], [-0.69, -3.30, -0.60], [-1.43, -2.43, -3.37], [-0.79, -0.27, -1.13], [-3.87, -2.88, -1.16], [-3.97, -1.26, -1.86], [-3.59, -1.46, -0.14], [-1.12, -4.29, -0.80], [-0.73, -3.12, 0.48], [0.37, -3.34, -0.89], [-1.91, -3.40, -3.53], [-0.38, -2.53, -3.67], [-1.91, -1.71, -4.03], [-1.49, 0.56, -1.29], [0.11, -0.09, -1.73]],
  "max_force_ev_per_a": 2.51,
  "charge": -1,
  "homo_lumo_gap_ev": [5.80, 5.74],
  "spin_multiplicity": 2,
  "homo_energy_ev": [-3.3, -3.3],
  "lumo_ev": [2.47, 2.44]
}